Entry 1:
Entry from the Open Molecules 2025 dataset: a molecular structure, C16H41BInN2O3P in a non-equilibrium geometry (ωB97M-V/def2-TZVPD).

Each line ends with the Mulliken charge.
Cartesian coordinates (Å):
1 C 4.61 3.59 0.36  -1.21
2 C 4.50 2.35 -0.58  -0.30
3 C 3.77 2.77 -1.90  -1.15
4 C 2.33 2.20 -2.00  0.49
5 C 1.23 3.25 -2.17  -0.70
6 C 0.01 2.78 -2.96  -1.39
7 In -1.07 0.99 -2.15  0.29
8 C -1.83 -0.16 -3.97  -0.67
9 C -2.08 0.89 -4.97  -0.16
10 O -3.10 1.53 -4.95  -0.56
11 B -2.92 1.44 -0.88  0.33
12 O -3.91 0.43 -0.80  -0.64
13 N -3.23 2.66 -0.14  -0.09
14 C -3.15 2.41 1.30  -0.92
15 C -2.41 3.81 -0.55  -1.01
16 P 0.38 -0.65 -0.85  0.25
17 C 1.90 -1.20 -1.84  -0.94
18 C -0.68 -2.24 -0.84  -0.71
19 H 4.33 3.32 1.38  0.31
20 H 5.64 3.95 0.35  0.27
21 H 3.94 4.39 0.04  0.34
22 H 3.92 1.60 -0.03  0.18
23 H 5.49 1.94 -0.79  0.44
24 H 4.36 2.30 -2.70  0.30
25 H 3.83 3.85 -2.04  0.57
26 H 2.30 1.49 -2.84  0.12
27 H 2.11 1.64 -1.09  -0.14
28 H 1.68 4.09 -2.73  0.42
29 H 0.98 3.66 -1.18  0.07
30 H 0.28 2.57 -4.01  0.57
31 H -0.70 3.61 -2.99  0.45
32 H -2.78 -0.63 -3.73  0.29
33 H -1.08 -0.89 -4.32  0.33
34 H -1.31 1.13 -5.73  0.31
35 H -3.46 -0.38 -0.51  0.28
36 H -3.25 3.33 1.87  0.33
37 H -2.23 1.85 1.58  0.16
38 H -3.99 1.75 1.56  0.29
39 H -1.34 3.62 -0.48  0.26
40 H -2.71 4.08 -1.56  0.25
41 H -2.69 4.66 0.09  0.41
42 H 1.79 -0.86 -2.87  0.18
43 H 2.75 -0.70 -1.36  0.22
44 H 2.03 -2.28 -1.75  0.43
45 H -0.05 -3.08 -1.14  0.38
46 H -1.47 -2.13 -1.58  0.31
47 H -1.03 -2.46 0.17  -0.23
48 C -1.75 -4.11 5.02  -1.52
49 C -1.66 -3.68 3.56  0.27
50 C -0.75 -4.55 2.70  -0.57
51 O 0.60 -4.26 2.99  -0.40
52 C 1.24 -5.16 3.90  -0.68
53 N -1.06 -2.29 3.50  -0.23
54 H -0.83 -3.93 5.56  0.38
55 H -2.54 -3.56 5.54  0.43
56 H -1.99 -5.17 5.09  0.36
57 H -2.66 -3.62 3.13  0.36
58 H -0.92 -4.26 1.66  0.30
59 H -0.98 -5.61 2.79  0.46
60 H 0.79 -6.15 3.88  0.33
61 H 1.21 -4.76 4.91  0.26
62 H 2.29 -5.24 3.61  0.24
63 H -1.44 -1.66 4.21  0.39
64 H -1.18 -1.86 2.58  0.18
65 H -0.05 -2.39 3.64  0.41

Summary:
Spin multiplicity: 1
Total energy: -41514.648 eV
Highest occupied orbital energy: -6.2 eV
LUMO level: -1.20 eV
Orbital gap: 4.96 eV

Entry 2:
Entry from the Open Molecules 2025 dataset: a gas-phase ion, CH6O4P (charge +1) in a non-equilibrium geometry (ωB97M-V/def2-TZVPD).

Each line ends with the natural charge from an NBO analysis.
Cartesian coordinates (Å):
1 C 1.92 0.11 0.25  -0.27
2 O -0.90 -0.57 1.26  -0.93
3 O -1.77 1.19 -0.51  -0.94
4 O -1.31 -1.28 -0.97  -0.95
5 O 0.75 0.56 -0.36  -0.77
6 P -0.86 -0.03 -0.17  2.56
7 H 2.36 0.74 0.96  0.21
8 H 2.81 -0.14 -0.46  0.23
9 H 1.65 -0.76 0.91  0.19
10 H -1.86 -0.68 1.44  0.54
11 H -1.29 2.02 -0.41  0.56
12 H -1.49 -1.16 -1.95  0.56

Summary:
Spin multiplicity: 1
Total charge: +1
Total energy: -18607.712 eV
Highest occupied orbital energy: -16.0 eV
LUMO level: -4.10 eV
Orbital gap: 11.86 eV

Entry 3:
Entry from the Open Molecules 2025 dataset: a molecular structure, C26H18Cl4F3IrN2O5S2Se in a non-equilibrium geometry (ωB97M-V/def2-TZVPD).

Each line ends with the Mulliken spin population.
Cartesian coordinates (Å):
1 Ir 0.99 0.99 0.69  0.00
2 Cl 7.72 0.87 -0.09  0.00
3 C 6.02 0.68 -0.05  0.00
4 C 5.48 -1.56 1.17  0.04
5 Cl 6.62 -2.90 1.00  0.02
6 C 4.12 -1.96 1.47  0.63
7 Cl 3.71 -3.14 2.60  0.10
8 C 3.24 -0.78 1.18  -0.01
9 O 1.94 -0.99 1.16  0.00
10 C 3.78 1.20 -0.29  0.00
11 O 2.70 1.83 -0.42  0.00
12 C 5.10 1.70 -0.16  0.00
13 Cl 5.47 3.37 -0.15  0.00
14 O -3.11 -2.75 -0.62  0.00
15 S -2.69 -1.67 -1.47  0.00
16 O -3.75 -0.86 -2.01  0.00
17 N -1.55 -0.72 -0.78  0.00
18 C -0.43 -0.70 -1.46  0.00
19 O 0.53 0.07 -1.25  0.00
20 C -0.39 -1.67 -2.59  0.00
21 C 0.69 -2.00 -3.38  0.00
22 C 0.51 -2.93 -4.39  0.00
23 C -0.74 -3.50 -4.62  0.00
24 C -1.82 -3.19 -3.80  0.00
25 C -1.62 -2.29 -2.78  0.00
26 H 1.66 -1.54 -3.21  0.00
27 H 1.34 -3.21 -5.02  0.00
28 H -0.87 -4.20 -5.43  0.00
29 H -2.79 -3.65 -3.95  0.00
30 S 6.12 -0.53 2.65  0.13
31 C 5.37 -0.66 -0.09  -0.02
32 C 3.87 -0.31 -0.18  0.06
33 N 3.56 0.27 2.17  0.07
34 C 4.63 0.40 2.79  -0.01
35 H 5.73 -1.25 -0.94  -0.01
36 H 3.32 -0.81 -0.98  -0.01
37 H 4.72 1.18 3.53  0.01
38 C -6.69 2.37 0.30  0.00
39 C -5.33 1.82 0.62  0.00
40 C -4.18 2.56 0.36  0.00
41 C -2.92 2.06 0.66  0.00
42 C -1.73 2.91 0.36  0.00
43 C -2.79 0.80 1.25  0.00
44 Se -1.08 0.04 1.69  -0.01
45 C -3.94 0.03 1.48  0.00
46 C -3.90 -1.36 2.05  0.00
47 C -5.19 0.56 1.17  0.00
48 H -6.63 3.43 0.06  0.00
49 H -7.36 2.24 1.15  0.00
50 H -7.11 1.84 -0.55  0.00
51 H -4.27 3.54 -0.09  0.00
52 H -2.00 3.77 -0.25  0.00
53 H -0.96 2.34 -0.18  0.00
54 H -1.30 3.28 1.29  0.00
55 H -2.89 -1.74 2.08  0.00
56 H -4.49 -2.02 1.42  0.00
57 H -4.32 -1.37 3.06  0.00
58 H -6.07 -0.04 1.34  0.00
59 F 0.56 3.34 2.49  0.00
60 C 1.40 2.28 2.26  0.00
61 F 2.62 2.88 2.20  0.00
62 F 1.40 1.64 3.47  0.00

Summary:
Spin multiplicity: 2
Total charge: -1
Total energy: -188568.679 eV
Expectation value of S²: 0.76
Highest occupied orbital energy (alpha / beta): -3.6 / -3.6 eV
LUMO level (alpha / beta): 0.75 / 0.75 eV
Orbital gap (alpha / beta): 4.37 / 4.38 eV

Entry 4:
Entry from the Open Molecules 2025 dataset: 12 unconnected molecules or ions with the total composition C5H32O12 in a non-equilibrium geometry (ωB97M-V/def2-TZVPD).

Each line ends with the natural charge from an NBO analysis.
Cartesian coordinates (Å):
1 C -11.80 29.21 -11.32  -0.62
2 C -11.60 29.60 -9.88  0.08
3 C -12.86 30.10 -9.23  -0.62
4 O -11.13 28.54 -9.13  -0.94
5 H -10.98 28.58 -11.69  0.20
6 H -11.82 30.18 -11.88  0.14
7 H -12.63 28.59 -11.58  0.18
8 H -10.92 30.42 -9.82  0.06
9 H -12.69 30.10 -8.19  0.20
10 H -13.79 29.50 -9.40  0.19
11 H -13.02 31.14 -9.49  0.14
12 C -16.36 27.75 -9.63  -0.63
13 C -15.55 26.84 -10.55  -0.09
14 O -15.26 25.79 -9.59  -1.04
15 H -17.21 27.12 -9.34  0.18
16 H -16.81 28.56 -10.25  0.16
17 H -15.78 28.19 -8.80  0.25
18 H -14.63 27.35 -10.91  0.16
19 H -16.04 26.56 -11.42  0.13
20 O -19.31 26.33 -8.52  -0.93
21 H -19.35 27.26 -8.31  0.47
22 H -19.10 26.41 -9.46  0.47
23 O -17.51 23.98 -9.40  -0.97
24 H -16.74 23.51 -9.42  0.46
25 H -17.04 24.84 -9.44  0.49
26 O -17.74 28.62 -5.95  -0.98
27 H -17.04 28.12 -6.36  0.51
28 H -17.43 28.82 -5.06  0.45
29 O -12.26 26.25 -10.36  -0.88
30 H -12.92 26.28 -11.02  0.43
31 H -11.85 25.39 -10.42  0.45
32 O -16.25 26.60 -6.92  -1.00
33 H -15.94 26.26 -7.78  0.53
34 H -17.06 26.09 -6.70  0.47
35 O -14.62 29.25 -6.62  -0.94
36 H -15.06 28.80 -5.89  0.47
37 H -14.36 30.16 -6.41  0.48
38 O -15.45 23.94 -11.68  -0.97
39 H -15.44 24.69 -11.09  0.52
40 H -14.85 24.20 -12.40  0.45
41 O -17.12 25.04 -13.69  -0.97
42 H -16.44 24.68 -13.11  0.48
43 H -17.80 25.27 -13.04  0.46
44 O -13.42 27.15 -8.19  -0.96
45 H -13.77 27.90 -7.60  0.46
46 H -14.22 26.82 -8.66  0.46
47 O -13.65 23.90 -8.75  -0.98
48 H -14.16 24.63 -9.06  0.52
49 H -14.09 23.03 -9.01  0.44

Summary:
Spin multiplicity: 1
Total charge: -2
Total energy: -30270.884 eV
Highest occupied orbital energy: 1.0 eV
LUMO level: 4.62 eV
Orbital gap: 3.66 eV

What are the molar mass values for these records? In order: 466.12 113.03 972.56 284.30 g mol⁻¹.